# 1
# C4H6BrClO

A 2-piece molecular cluster, C4H6BrClO overall at a distorted geometry (the ωB97M-V functional and the def2-TZVPD basis, OMol25).

Max |F|, eV/Å: 4.40
SMILES: C=C(Cl)C(C)=O.Br
HOMO energy, eV: -10.2
Energy, eV: -88856.4108
Total charge: 0
Kohn-Sham gap, eV: 9.88

CARTESIAN COORDINATES (ANGSTROEM)
1 C -0.11849 0.05274 1.53231
2 C -0.14647 0.81155 0.40912
3 Cl -1.01337 2.31734 0.36503
4 C 0.66557 0.53896 -0.84503
5 C 1.34093 -0.75581 -1.04129
6 O 0.88815 1.40768 -1.65274
7 H 0.56307 -0.78114 1.66859
8 H -0.86019 0.32412 2.33662
9 H 2.36914 -0.54959 -0.91288
10 H 1.22949 -0.91119 -2.01480
11 H 1.01491 -1.52986 -0.38436
12 Br -3.49025 -0.83020 -0.12680
13 H -2.44249 -0.09459 0.66622

---

# 2
# C20H22N4O3S

C20H22N4O3S in the gas phase (the ωB97M-V functional and the def2-TZVPD basis, OMol25).

Max |F|, eV/Å: 0.71
SMILES: CCN1C(=O)[C@@H](CC(=O)Nc2ccc(OC)cc2)N(Cc2cccnc2)C1=S
HOMO energy, eV: -8.1
Energy, eV: -44036.6782
Total charge: 0
Kohn-Sham gap, eV: 8.65

CARTESIAN COORDINATES (ANGSTROEM)
1 C 2.33072 -2.17946 -1.83794
2 C 1.28262 -1.07449 -1.80504
3 N 1.45684 -0.21990 -0.65139
4 C 2.06979 0.99112 -0.67543
5 O 2.53157 1.54672 -1.64432
6 C 1.97510 1.54891 0.74503
7 C 1.09844 2.81917 0.73851
8 C -0.31550 2.40250 0.32688
9 O -1.16772 2.15579 1.15205
10 N -0.45442 2.27697 -1.01464
11 C -1.48844 1.65125 -1.73110
12 C -1.32475 1.51327 -3.10886
13 C -2.28434 0.88046 -3.86515
14 C -3.43449 0.36459 -3.26341
15 O -4.31951 -0.24336 -4.09973
16 C -5.49479 -0.79005 -3.55162
17 C -3.59423 0.50192 -1.88937
18 C -2.62971 1.14121 -1.12954
19 N 1.36628 0.45372 1.45662
20 C 0.98985 0.47830 2.85019
21 C 1.60806 -0.67320 3.59935
22 C 0.85927 -1.47836 4.44733
23 C 1.48312 -2.52413 5.10590
24 C 2.83716 -2.72708 4.88610
25 N 3.55987 -1.96893 4.07985
26 C 2.95928 -0.97322 3.45696
27 C 0.99643 -0.53423 0.61894
28 S 0.14788 -1.87573 0.99854
29 H 2.24712 -2.80099 -0.94978
30 H 2.17705 -2.80119 -2.71486
31 H 3.33022 -1.75280 -1.87993
32 H 0.27806 -1.50213 -1.75162
33 H 1.36515 -0.43609 -2.68739
34 H 2.96997 1.78667 1.14185
35 H 1.53103 3.54035 0.04493
36 H 1.05734 3.25369 1.73747
37 H 0.32490 2.56219 -1.59377
38 H -0.43531 1.90260 -3.58419
39 H -2.16695 0.76857 -4.93102
40 H -6.03804 -1.22075 -4.39121
41 H -6.11286 -0.02070 -3.07775
42 H -5.27093 -1.57659 -2.82402
43 H -4.46715 0.11450 -1.38936
44 H -2.76421 1.23848 -0.06565
45 H -0.10239 0.43785 2.93078
46 H 1.33593 1.42535 3.27107
47 H -0.19691 -1.29279 4.57793
48 H 0.92907 -3.17198 5.76695
49 H 3.37169 -3.53255 5.37178
50 H 3.59286 -0.38547 2.80313